[1]
Molecular formula: C25H74N2O12
Method: DFT, ωB97M-V/def2-TZVPD

Positions of all 113 atoms, in Å:
N 0.610 4.114 1.439
C 1.304 5.257 1.357
N 1.140 5.836 0.130
O 2.152 5.592 2.192
H -0.043 3.875 0.716
H 0.715 3.613 2.308
H 0.537 5.328 -0.495
H 1.718 6.586 -0.190
C 0.921 -0.158 1.092
C -0.142 0.403 0.194
C -0.010 -0.016 -1.253
O -1.438 -0.142 0.604
H 0.705 0.145 2.118
H 1.829 0.328 0.731
H 0.996 -1.245 1.049
H -0.166 1.490 0.297
H 0.073 -1.109 -1.268
H 0.930 0.314 -1.701
H -0.860 0.286 -1.861
H -1.347 -1.094 0.730
C -3.618 -2.527 -1.201
C -3.821 -1.218 -1.972
C -3.708 -1.438 -3.455
O -5.092 -0.686 -1.596
H -4.225 -3.367 -1.559
H -3.933 -2.487 -0.152
H -2.571 -2.854 -1.171
H -3.072 -0.547 -1.530
H -3.032 -2.266 -3.671
H -3.266 -0.566 -3.947
H -4.674 -1.612 -3.927
H -4.990 -0.268 -0.730
C -0.053 -0.213 -5.099
C 1.378 0.278 -4.947
O 1.457 1.122 -3.829
H -0.422 -0.675 -4.186
H -0.211 -0.799 -6.003
H -0.652 0.684 -5.280
H 1.670 0.775 -5.884
H 2.169 -0.486 -4.974
H 2.035 1.882 -3.939
C 3.723 -1.880 2.829
C 3.027 -2.564 4.024
O 1.706 -2.033 4.100
H 3.659 -0.802 2.712
H 3.386 -2.318 1.877
H 4.759 -2.223 2.708
H 3.622 -2.339 4.908
H 3.133 -3.620 3.758
H 1.516 -1.933 5.039
C -3.885 2.905 1.699
C -4.228 2.095 0.467
O -4.093 0.696 0.729
H -4.733 2.833 2.388
H -3.868 3.994 1.562
H -2.939 2.636 2.167
H -3.551 2.259 -0.380
H -5.267 2.270 0.195
H -3.159 0.433 0.767
C 4.690 -1.949 -0.822
C 3.410 -1.747 -1.610
O 3.681 -1.098 -2.842
H 4.601 -2.800 -0.146
H 5.032 -1.060 -0.290
H 5.541 -2.197 -1.463
H 2.733 -1.155 -0.981
H 2.848 -2.662 -1.820
H 2.872 -1.022 -3.358
C -2.137 4.540 -1.896
C -1.375 3.420 -2.554
O -0.058 3.385 -2.004
H -3.160 4.624 -2.270
H -1.725 5.543 -2.009
H -2.254 4.290 -0.839
H -1.336 3.422 -3.646
H -1.805 2.438 -2.321
H 0.578 2.756 -2.352
C -0.705 -5.112 -1.868
C 0.389 -4.529 -0.988
O -0.077 -3.276 -0.494
H -1.612 -5.136 -1.260
H -0.441 -6.114 -2.202
H -0.930 -4.440 -2.696
H 1.344 -4.456 -1.517
H 0.585 -5.155 -0.113
H 0.102 -3.216 0.464
C 5.004 2.367 0.634
C 3.712 2.081 -0.095
O 3.664 2.934 -1.259
H 5.057 1.756 1.540
H 4.986 3.391 1.010
H 5.847 2.192 -0.029
H 2.791 2.212 0.474
H 3.728 1.069 -0.513
H 2.927 3.548 -1.199
C -2.148 -4.033 2.283
C -0.915 -3.386 2.873
O 0.294 -3.738 2.195
H -3.013 -3.779 2.898
H -2.034 -5.118 2.320
H -2.400 -3.708 1.275
H -0.869 -3.603 3.942
H -0.967 -2.294 2.759
H 1.031 -3.277 2.617
C -1.683 0.483 4.142
C -0.722 1.509 4.730
O -0.796 2.708 3.988
H -1.503 -0.518 4.531
H -1.608 0.536 3.055
H -2.701 0.826 4.351
H 0.298 1.117 4.698
H -0.961 1.723 5.780
H -1.611 3.167 4.209

The calculation puts the calculated total energy at -54673.801 eV. As for the molar mass: 594.87 g/mol. As for the SMILES: NC(N)=O.CC(C)O.CC(C)O.CCO.CCO.CCO.CCO.CCO.CCO.CCO.CCO.CCO. The calculation puts the largest force on an atom at 2.7 eV/A. As for the orbital gap: 9.5 eV. The energy above the lowest of the compared OMol25 structures with the same formula, charge and spin is 107.1 kJ/mol. For the lowest unoccupied orbital energy, the calculation gives 0.24 eV.

Results of the Löwdin charge analysis, in e, for atoms 1 through 99:
1. N 0.166
2. C -0.687
3. N 0.156
4. O 0.004
5. H 0.072
6. H 0.091
7. H 0.058
8. H 0.103
9. C -0.036
10. C -0.410
11. C -0.049
12. O -0.088
13. H 0.082
14. H 0.060
15. H 0.072
16. H 0.125
17. H 0.072
18. H 0.064
19. H 0.068
20. H 0.080
21. C -0.064
22. C -0.482
23. C -0.045
24. O -0.063
25. H 0.086
26. H 0.071
27. H 0.049
28. H 0.107
29. H 0.073
30. H 0.067
31. H 0.085
32. H 0.046
33. C -0.064
34. C -0.324
35. O -0.087
36. H 0.061
37. H 0.080
38. H 0.076
39. H 0.118
40. H 0.100
41. H 0.101
42. C -0.089
43. C -0.282
44. O -0.088
45. H 0.072
46. H 0.052
47. H 0.080
48. H 0.114
49. H 0.114
50. H 0.098
51. C -0.079
52. C -0.280
53. O -0.114
54. H 0.078
55. H 0.073
56. H 0.051
57. H 0.099
58. H 0.119
59. H 0.040
60. C -0.076
61. C -0.310
62. O -0.069
63. H 0.065
64. H 0.065
65. H 0.079
66. H 0.080
67. H 0.101
68. H 0.038
69. C -0.078
70. C -0.297
71. O -0.102
72. H 0.082
73. H 0.078
74. H 0.059
75. H 0.114
76. H 0.095
77. H 0.051
78. C -0.077
79. C -0.304
80. O -0.130
81. H 0.067
82. H 0.074
83. H 0.071
84. H 0.093
85. H 0.109
86. H 0.030
87. C -0.074
88. C -0.302
89. O -0.087
90. H 0.069
91. H 0.079
92. H 0.079
93. H 0.094
94. H 0.088
95. H 0.059
96. C -0.060
97. C -0.294
98. O -0.102
99. H 0.083

[2]
Molecular formula: C6H11NO
Method: DFT, ωB97M-V/def2-TZVPD

Positions of all 19 atoms, in Å:
C -0.538 0.546 1.125
C -0.058 -0.809 1.749
C 0.158 -1.705 0.486
C 0.882 -0.622 -0.413
C 0.412 0.337 -1.545
C -0.310 0.248 -0.235
H -0.404 2.572 0.402
H -0.562 2.474 2.473
H -1.732 0.546 1.453
H -0.904 -0.926 2.599
H 1.021 -0.719 2.271
H -0.793 -1.996 -0.042
H 0.887 -2.788 0.543
H 1.671 -0.353 0.286
H 1.087 1.060 -1.901
H -0.608 0.600 -3.139
H -1.104 -0.236 -0.698
N -0.093 1.966 1.523
O -0.149 -0.247 -2.739

The calculation puts the calculated total energy at -9929.825 eV. As for the molar mass: 113.16 g/mol. The calculation puts the largest force on an atom at 6.5 eV/A. As for the orbital gap: 9.3 eV. The energy above the lowest of the compared OMol25 structures with the same formula, charge and spin is 832.6 kJ/mol. For the lowest unoccupied orbital energy, the calculation gives 0.53 eV.

Charge distribution, Löwdin scheme, values in e:
1. C -0.436
2. C -0.162
3. C -0.177
4. C -0.128
5. C -0.210
6. C -0.337
7. H 0.196
8. H 0.123
9. H 0.162
10. H 0.140
11. H 0.144
12. H 0.111
13. H 0.167
14. H 0.126
15. H 0.123
16. H 0.153
17. H 0.116
18. N -0.063
19. O -0.049

[3]
Molecular formula: C4H9N2S
Method: DFT, ωB97M-V/def2-TZVPD

Positions of all 16 atoms, in Å:
C -0.334 -2.365 -0.024
C -0.774 0.086 0.616
C -1.892 1.980 -0.231
C 3.165 -0.189 -0.306
N -0.672 -1.089 0.502
N -1.042 1.305 0.773
S 1.895 0.586 0.216
H -0.688 -3.185 0.607
H 0.786 -2.343 -0.234
H -2.307 1.289 -0.928
H -1.223 2.661 -0.898
H -2.630 2.660 0.291
H -0.883 -2.492 -0.983
H 3.544 -1.039 0.130
H 3.649 0.254 -1.122
H -0.593 1.882 1.589

The calculation puts the calculated total energy at -18099.814 eV. As for the molar mass: 117.20 g/mol. The calculation puts the largest force on an atom at 5.4 eV/A. As for the orbital gap: 8.6 eV. The energy above the lowest of the compared OMol25 structures with the same formula, charge and spin is 358.2 kJ/mol. As for the total charge: +1. For the lowest unoccupied orbital energy, the calculation gives -4.05 eV.

Charge distribution, Löwdin scheme, values in e:
1. C -0.030
2. C -0.239
3. C -0.018
4. C -0.473
5. N 0.126
6. N 0.002
7. S 0.748
8. H 0.103
9. H 0.110
10. H 0.082
11. H 0.129
12. H 0.119
13. H 0.120
14. H -0.007
15. H -0.004
16. H 0.230

[4]
Molecular formula: H14Na6O11S
Method: DFT, ωB97M-V/def2-TZVPD

Positions of all 32 atoms, in Å:
Na -3.180 0.961 -0.442
Na 0.524 -2.732 -0.759
Na -2.252 -1.516 -3.143
Na 0.866 -1.563 3.033
Na 0.215 0.507 -3.232
Na -0.716 3.242 1.378
S -0.213 0.156 -0.092
O 0.986 0.867 -0.526
O -1.087 0.996 0.720
O -0.928 -0.312 -1.266
O 0.221 -0.990 0.713
O 0.150 3.321 -1.054
H 0.908 2.737 -1.060
H -0.463 2.926 -1.674
O -1.040 -2.883 2.038
H -0.806 -2.133 1.491
H -1.812 -3.257 1.615
O 2.399 -0.561 -2.149
H 2.853 -1.358 -1.873
H 2.267 -0.067 -1.340
O 4.887 0.897 -0.070
H 5.167 1.809 0.006
H 3.940 0.948 -0.203
O 2.450 1.951 1.415
H 1.831 1.973 2.145
H 1.933 1.639 0.672
O -3.075 -0.336 1.946
H -2.944 -0.708 2.818
H -2.254 0.117 1.753
O -3.621 -1.828 -1.034
H -2.908 -2.444 -1.206
H -4.300 -2.359 -0.618

The calculation puts the calculated total energy at -60050.947 eV. As for the molar mass: 360.11 g/mol. The calculation puts the largest force on an atom at 3.9 eV/A. As for the orbital gap: 5.7 eV. The energy above the lowest of the compared OMol25 structures with the same formula, charge and spin is 0.0 kJ/mol. As for the total charge: +4. For the lowest unoccupied orbital energy, the calculation gives -14.28 eV.

Charge distribution, Löwdin scheme, values in e:
1. Na 0.742
2. Na 0.792
3. Na 0.827
4. Na 0.846
5. Na 0.774
6. Na 0.804
7. S 0.323
8. O -0.344
9. O -0.351
10. O -0.349
11. O -0.359
12. O -0.001
13. H 0.033
14. H 0.039
15. O -0.014
16. H -0.055
17. H 0.071
18. O -0.002
19. H 0.074
20. H -0.005
21. O -0.023
22. H 0.058
23. H -0.028
24. O -0.003
25. H 0.035
26. H -0.042
27. O -0.016
28. H 0.073
29. H -0.032
30. O 0.002
31. H 0.025
32. H 0.106